No. 1
C40H90N5 | ωB97M-V/def2-TZVPD

```
135
Properties=species:S:1:pos:R:3
H 43.42 32.90 17.63
H 42.37 36.89 24.71
C 43.57 27.56 25.42
H 37.26 42.15 31.80
C 40.14 32.86 18.14
H 37.89 31.74 20.36
H 42.53 34.57 24.95
H 35.35 32.52 21.28
C 33.86 29.54 25.78
H 32.94 29.63 25.20
H 37.98 35.53 24.52
H 38.97 39.55 29.60
H 37.61 33.31 21.06
H 40.65 35.32 16.66
H 37.85 37.97 30.92
C 35.56 33.14 23.76
C 41.69 34.90 24.32
H 40.17 40.24 31.94
H 38.24 38.81 32.39
H 41.57 32.39 28.03
C 37.04 41.12 32.08
H 43.19 31.86 28.36
H 34.43 31.55 25.72
H 33.61 29.65 26.83
N 37.44 40.12 31.02
H 40.40 27.92 26.53
H 37.88 36.56 25.93
C 42.96 28.74 24.63
H 40.21 33.60 25.42
H 41.38 35.47 26.95
C 37.57 32.24 21.28
H 40.89 30.08 27.16
C 41.31 32.13 17.60
C 40.35 34.49 24.80
H 40.96 31.00 24.27
C 40.53 36.29 29.60
C 42.32 26.99 26.18
H 38.00 34.70 26.04
C 40.72 33.99 19.05
H 42.59 28.34 23.68
H 34.80 39.36 31.48
N 36.02 31.84 23.16
H 34.13 30.99 23.05
H 36.27 40.86 29.26
C 40.65 29.97 24.43
H 43.83 35.46 18.52
C 43.69 36.26 21.41
C 35.00 30.75 23.66
H 40.97 36.47 17.92
H 39.54 33.25 17.32
N 41.98 34.50 18.19
C 41.07 41.09 30.26
H 41.95 41.41 30.82
H 35.74 33.12 24.84
H 39.64 41.83 31.57
H 40.21 35.25 29.72
C 39.94 40.89 31.10
C 38.30 35.63 25.55
H 43.96 35.38 21.99
H 40.69 27.44 24.83
H 38.99 36.81 28.22
H 41.79 32.16 25.75
H 35.28 29.78 23.26
H 41.77 35.56 20.84
H 43.98 26.81 24.74
H 42.15 25.93 25.98
C 40.33 36.92 24.93
H 42.54 27.09 27.24
H 43.34 31.39 25.79
H 44.58 36.58 20.86
H 41.68 31.44 18.36
H 40.03 36.88 30.37
H 40.88 41.95 29.62
C 38.76 40.45 30.18
C 42.41 31.49 26.35
H 41.04 33.53 19.98
H 34.51 33.29 23.54
H 39.25 31.16 22.27
H 43.21 36.99 22.06
C 41.86 30.10 26.66
C 42.64 35.93 20.30
H 36.06 39.15 29.63
H 35.22 40.98 33.16
H 39.98 34.79 19.15
C 35.06 40.31 31.00
H 40.47 37.68 27.90
H 39.59 37.20 24.18
N 39.84 35.67 25.64
H 39.77 34.46 23.88
H 39.84 30.13 25.14
H 40.53 37.80 25.55
C 37.50 31.55 23.64
H 36.49 38.42 32.04
H 37.57 30.49 23.88
H 41.82 34.44 23.35
C 43.11 35.01 19.21
N 41.69 29.26 25.38
H 42.40 33.64 16.37
C 41.43 35.69 17.32
C 36.12 31.82 21.60
H 36.14 33.93 23.28
H 34.32 28.58 25.54
H 42.90 33.31 27.31
H 42.56 29.61 27.34
C 42.41 33.24 17.38
H 34.15 40.68 30.52
C 36.21 40.14 30.07
C 35.51 41.18 32.13
C 40.07 36.70 28.15
C 41.54 36.40 24.21
H 35.11 42.18 31.98
H 41.60 36.44 29.77
C 41.14 27.84 25.74
H 39.09 32.75 22.65
C 40.31 35.53 27.15
H 35.78 30.49 25.74
H 42.39 36.92 19.91
H 41.30 40.19 29.70
H 37.53 40.90 33.02
H 41.04 31.55 16.72
C 38.45 31.88 22.46
H 43.55 29.64 24.48
C 34.80 30.62 25.29
C 37.46 38.70 31.63
H 35.99 30.77 21.33
H 43.54 34.07 19.56
H 39.90 34.55 27.39
H 38.49 41.27 29.52
H 37.69 32.08 24.58
H 39.40 32.16 18.51
H 42.29 36.06 16.75
H 40.20 29.40 23.62
H 44.38 27.97 26.03
C 42.57 32.31 27.60
H 41.48 36.81 23.20
```

Calculated values
* HOMO energy (alpha / beta): -0.398 / -0.685 Eh
* energy relative to the best compared isomer or geometry (same formula, charge and spin): 103.7 kJ/mol
* total energy: -1850.336463 Ha
* total charge: +4
* multiplicity: 2
* orbital gap (alpha / beta): 3.33 / 10.74 eV

No. 2
C40H92F5N6O11S3 | ωB97M-V/def2-TZVPD

```
157
Properties=species:S:1:pos:R:3
S 1.88 4.87 -3.09
C 6.04 5.47 -0.51
O 3.00 3.99 -3.37
C -1.19 4.24 2.95
H -0.98 5.34 7.15
F 1.54 7.58 -3.52
C 5.39 0.29 -5.25
C 5.12 1.70 -3.43
H -3.53 -3.85 -0.27
C -4.60 0.09 -1.68
H -0.79 5.95 5.62
H 1.25 0.21 -2.62
H -3.91 4.67 7.07
O -0.23 -2.35 -3.63
H -0.27 -1.64 -5.57
H 3.01 2.59 -2.06
S 1.26 -0.44 0.05
H 1.25 -8.99 3.46
H -0.47 -6.77 4.78
N -4.61 -1.47 -1.55
H 2.02 -3.82 0.03
H 3.98 4.71 0.92
N 3.49 2.06 -1.35
H 2.53 2.78 0.50
C -5.92 0.82 -2.22
H -6.72 2.84 -2.60
H 6.19 1.88 -3.52
H -5.10 2.65 -3.05
H 1.82 -3.11 2.64
C -4.86 -2.18 -2.88
H 3.16 -8.78 1.67
O -0.97 0.91 -4.83
H -3.98 5.31 4.98
F 2.55 -1.16 -0.62
C 2.68 -8.08 0.99
H 0.00 -3.37 -5.39
H -2.07 6.14 3.71
H -3.69 0.39 -2.21
O 1.40 4.79 -1.68
C 1.69 -4.39 0.91
H 0.75 -6.01 2.91
C 4.11 4.24 -0.06
H 1.96 -7.70 4.24
C 0.15 1.52 -5.51
H 0.64 -4.23 1.13
H 4.80 0.43 -1.68
H -1.65 3.38 2.45
C -5.73 -1.89 -0.57
C 3.52 2.82 0.06
C 2.57 6.65 -3.40
H -2.25 -3.26 -2.94
H -2.47 2.24 -5.48
H -5.91 -2.38 -3.08
H -2.33 6.31 6.43
H 6.04 5.90 -1.51
H 0.24 2.86 3.84
H -3.22 -1.21 0.04
O 0.37 -1.55 -0.02
C -2.92 -3.86 -2.32
C -2.21 1.18 -5.44
C -3.20 -1.77 -0.90
H 1.23 -2.43 -2.38
H -2.48 -1.26 -1.54
H -4.38 0.49 -0.69
H -1.79 2.29 5.26
H 0.41 1.06 -6.46
H -2.97 0.79 -4.76
C -0.56 -2.52 -4.99
C -0.39 3.71 4.13
H 0.35 4.46 4.39
H -2.15 4.30 8.63
C 3.40 -6.16 2.53
H -5.28 2.74 -1.37
O 0.78 4.66 -4.01
S -0.17 1.34 -0.24
H -6.67 -1.85 -1.11
C 4.85 1.51 -1.85
H 0.28 -7.25 1.70
H -3.72 3.78 4.24
C 1.00 -6.98 2.47
H -6.14 0.51 -3.24
F 3.30 6.68 -4.47
H -5.62 -1.20 0.27
O 0.04 2.08 0.99
H -1.86 2.63 8.25
H 1.17 -6.17 -0.17
O 4.68 0.49 -4.05
H -0.01 2.56 -5.76
O 1.85 -0.08 1.35
H 6.36 -0.16 -5.03
H 3.64 -6.84 3.34
N 1.21 0.68 -0.93
H 7.05 5.11 -0.32
C -1.57 5.55 6.26
H -0.56 4.78 2.24
H -3.07 5.23 2.65
C -1.16 3.16 5.44
O -1.48 0.76 -0.58
H 1.64 -3.25 -3.73
H -0.33 -8.39 5.38
H -1.16 -8.05 3.91
C 2.42 -3.84 2.11
C -2.64 3.39 8.27
C -2.82 -3.34 -0.92
H 2.17 1.45 -5.14
H 5.76 6.15 0.29
H -6.85 0.48 -1.75
H -2.39 0.73 -6.42
H -2.68 -4.91 -2.44
H -5.10 -4.23 -2.44
H 3.52 4.91 -0.68
O 5.44 4.14 -0.59
H 1.32 2.14 -3.68
C -3.25 3.81 7.00
H -1.87 -3.50 -0.41
C -3.69 2.94 9.28
H -1.62 -2.76 -4.92
H 2.29 -5.01 3.96
C 1.31 1.38 -4.47
H 3.78 -4.30 3.54
C -0.26 -7.79 4.47
F -0.12 2.59 -1.32
C -3.19 4.65 4.63
H 4.81 -0.42 -5.84
N 1.18 0.12 -3.62
C -5.79 2.38 -2.26
H 2.92 -5.87 -0.23
C 1.87 -1.11 -4.06
H 5.76 1.68 -1.29
H 1.72 -8.53 0.74
H 0.18 -0.03 -3.71
H -4.17 -4.22 -3.83
H 4.52 2.46 -3.94
H -4.66 3.41 9.11
N -2.31 4.23 5.84
H -3.53 3.10 10.34
C -4.30 -3.65 -2.91
H -3.81 1.86 9.16
H -0.50 2.85 6.26
N 2.29 -6.77 1.58
H 2.91 -1.15 -3.73
H 4.25 -6.09 1.85
H 5.57 1.20 -5.82
C 2.02 -5.78 0.39
C -2.36 5.12 3.47
H 3.18 -3.22 1.64
C 1.13 -2.32 -3.46
H -5.57 -2.90 -0.20
H 4.15 2.09 0.59
H 1.66 -1.05 -5.13
H 2.85 1.29 -1.26
C 1.07 -7.93 3.66
F 3.19 7.04 -2.31
H 3.32 -7.88 0.13
H -4.51 -1.53 -3.68
H -3.86 3.03 6.55
C 2.94 -4.83 3.10
```

Calculated values
* HOMO energy (alpha / beta): -0.279 / -0.423 Eh
* total energy: -4428.487774 Ha
* total charge: +2
* multiplicity: 2
* orbital gap (alpha / beta): 4.14 / 8.05 eV

No. 3
C40H93CaF12N9O19S4 | ωB97M-V/def2-TZVPD

```
178
Properties=species:S:1:pos:R:3
H -6.87 0.69 -3.64
H -1.62 3.84 -5.52
H -6.40 -0.42 -6.24
C -1.94 3.40 -4.58
F -3.81 3.10 3.68
H -2.90 4.65 -1.20
H 2.87 -2.71 6.13
C -4.84 1.06 1.38
H 7.49 -0.04 -0.28
N 1.24 -2.45 4.88
H -5.63 1.35 2.08
H -2.91 -5.55 -5.63
C 8.49 2.39 -1.02
H -4.52 -5.84 -7.56
C 2.30 1.16 0.41
O 1.81 -0.54 2.63
H -2.76 -3.76 -5.70
H -9.53 -0.02 -2.99
H -4.74 0.02 1.69
H -5.76 -1.93 -5.48
H 12.64 5.87 1.67
C -0.01 0.36 7.63
F 1.98 2.23 1.15
H 0.33 3.42 -4.75
O -1.90 2.99 6.36
N 10.18 3.72 0.47
C -1.06 -0.79 -1.37
H -1.12 4.96 -0.74
H 7.91 2.35 -1.94
H 5.66 -3.20 -0.58
C -2.20 3.66 0.56
F -1.47 0.46 -1.55
H 6.27 1.02 -0.82
H 5.92 -3.53 2.76
H 9.98 5.70 1.14
C -6.06 -0.90 -5.32
N 5.09 -3.25 2.25
C 2.19 -1.93 5.79
C -3.84 -4.43 -0.94
H 1.30 -2.27 7.71
H 6.50 -5.72 2.26
H 0.79 -5.36 3.38
C 10.76 5.05 0.72
H -5.14 1.00 0.34
C -7.51 3.18 -0.60
H -4.25 4.70 -5.74
H 14.82 3.27 0.91
H 0.70 1.14 7.35
C 6.95 0.86 0.02
H 6.51 -5.71 0.35
C 1.16 4.94 3.26
N -7.73 0.32 -4.00
H -2.89 -6.16 -1.56
H 8.48 4.48 -0.67
H 0.76 1.75 -4.50
H 9.17 1.55 -1.16
F 0.14 -1.03 -1.92
H 2.80 -1.16 5.31
H -3.45 -3.57 -3.30
H -8.16 -1.67 -4.69
H -5.38 4.24 -4.60
H -3.63 -1.71 -5.17
H -6.35 -4.81 -0.26
H -3.06 -0.37 -4.29
C -3.19 -4.48 -3.84
O 1.92 -1.65 0.41
O -1.52 5.35 5.49
C -6.20 -4.10 -1.07
C -1.71 -5.16 3.36
H -4.45 3.57 1.00
O -1.13 2.18 -4.30
H -5.68 -4.74 -7.79
C -3.37 -4.60 -5.36
H 8.90 -5.40 0.66
H -1.77 -5.10 2.28
C 12.04 4.97 1.58
O 7.51 -4.14 1.31
H -8.80 2.61 -2.93
H -4.09 -4.17 -7.81
C 9.24 3.69 -0.71
H 4.17 -2.77 0.12
H -8.09 -0.29 -2.10
H -1.30 -6.17 3.41
C -4.30 4.41 -4.69
C 14.17 3.73 1.65
O -2.44 -1.21 1.01
H 2.50 -3.87 3.80
H 10.90 5.41 -0.30
C -3.66 4.02 4.63
S 1.45 -0.48 1.20
O 12.93 4.08 0.94
N -1.11 2.63 0.75
C -4.75 -4.82 -7.24
C -7.32 -1.04 -4.38
H -4.29 -1.41 -3.53
H 1.43 -1.90 4.05
H 0.06 0.24 8.71
H 5.44 -2.59 1.57
H -6.91 -1.52 -3.49
H 0.36 2.77 -3.02
H -6.61 3.80 -0.55
O -4.63 -4.42 -5.85
H -8.12 3.92 -1.12
C -8.60 1.81 -2.22
F 0.86 4.61 2.00
H 4.13 -4.88 1.39
H -1.09 2.08 -0.10
H -2.70 -5.36 3.77
O 7.75 2.07 0.16
C -3.60 2.97 0.69
F -1.91 -1.67 -1.95
C -1.95 4.27 -0.82
H -3.99 5.16 -3.96
F -3.92 5.24 4.20
H -6.53 -4.62 -1.97
O 0.17 -0.84 6.92
F 3.65 0.96 0.39
C -3.97 -0.95 -4.47
H 1.75 -4.36 5.31
O -7.45 2.03 -1.40
O 0.97 3.55 5.75
C 5.10 -4.39 1.29
S 0.53 3.41 4.36
O -0.49 -2.65 0.73
C 1.58 -3.81 4.39
H 8.79 -5.21 2.56
H 4.24 -4.36 -0.57
H 11.08 3.34 0.23
H -0.26 3.16 0.62
H 13.95 3.24 2.60
H -4.77 -5.89 -3.75
H -4.78 -6.35 -1.53
H -7.80 3.05 0.44
O -4.91 -3.54 -1.20
N -0.30 -0.06 1.22
H -2.07 4.45 1.30
C 1.48 -1.39 7.08
H 9.81 3.90 -1.61
H 14.74 4.64 1.87
N -3.91 -5.70 -3.25
H 2.10 -0.76 7.70
H 0.50 -3.86 2.62
S -1.84 3.92 5.25
H 9.57 -4.13 1.41
H -4.45 1.80 -3.39
C 4.83 -3.63 -0.01
S -1.07 -1.29 0.55
O -4.96 -0.08 -4.97
N -1.15 3.33 3.99
F 2.46 5.01 3.54
N -3.80 2.53 -3.15
C -3.46 3.12 -4.51
F 0.66 6.11 3.68
C 8.72 -4.80 1.55
F 1.83 1.31 -0.78
H -1.54 3.59 -1.57
H -1.06 0.62 7.49
O 0.98 2.17 3.71
H 11.88 4.55 2.57
H -2.18 -4.78 -3.59
H -3.90 -4.70 0.11
C 0.45 -4.35 3.60
C 0.18 2.57 -4.08
C -3.89 -5.75 -1.73
H -3.78 2.39 -5.26
O -0.86 -4.27 4.13
H -2.94 2.05 -2.91
C -8.56 0.42 -2.78
C 6.46 -5.19 1.31
O -3.65 1.81 1.51
H -3.80 2.51 -0.29
H -1.84 4.11 -3.76
F -4.50 3.64 5.56
Ca -1.33 1.41 2.82
H -2.92 -3.84 -1.03
H -9.47 1.82 -1.56
H 6.28 0.60 0.84
H -6.81 -3.23 -0.84
```

Calculated values
* HOMO energy (alpha / beta): -0.023 / -0.208 Eh
* energy relative to the best compared isomer or geometry (same formula, charge and spin): 227.6 kJ/mol
* total energy: -6970.485421 Ha
* total charge: -1
* multiplicity: 2
* orbital gap (alpha / beta): 2.64 / 7.66 eV